Formula: C86H214Cu2N14O2
Source: the Open Molecules 2025 dataset
Level of theory: ωB97M-V/def2-TZVPD

```
! RIJCOSX wB97M-V def2-TZVPD def2/J DEFGRID3
* xyz 0 1
H -15.807 4.322 -15.240
C -17.984 4.812 -10.428
H -10.753 -0.532 -23.407
H -15.843 -1.944 -17.111
H -18.443 7.139 -11.654
H -20.583 6.679 -11.548
H -20.135 5.192 -8.826
C -16.660 7.533 -10.331
C -14.910 2.575 -12.329
N -11.206 5.736 -12.795
H -9.641 7.009 -12.217
H -20.225 5.472 -19.078
H -16.892 -2.393 -13.576
N -11.200 -1.323 -21.525
C -9.136 5.672 -24.399
H -22.401 -2.791 -18.016
H -16.252 9.178 -19.757
H -20.411 4.772 -14.238
H -10.204 3.125 -13.390
C -8.099 6.016 -15.259
H -4.226 0.369 -15.835
H -3.469 1.152 -13.538
H -18.780 8.069 -10.279
H -9.008 -2.453 -20.283
H -9.495 -0.347 -22.260
C -9.328 6.992 -25.044
C -10.789 5.552 -17.868
H -18.455 3.805 -19.781
H -14.680 7.989 -20.349
H -14.366 3.637 -22.699
C -7.161 -1.258 -16.022
C -16.577 -1.354 -13.484
H -21.116 -1.546 -23.306
H -10.712 7.853 -14.229
H -24.097 -2.596 -18.021
H -13.549 2.385 -23.719
H -12.226 1.191 -21.992
N -13.451 -0.813 -16.142
H -18.464 -0.297 -16.001
H -12.323 4.398 -24.124
H -17.463 -0.745 -13.306
H -8.373 7.292 -25.476
H -16.056 6.753 -10.794
H -10.598 9.057 -12.913
H -18.466 10.020 -17.297
H -10.729 1.897 -22.664
H -18.243 5.705 -16.315
H -20.717 0.643 -16.144
H -9.613 7.727 -24.292
H -23.387 -2.148 -20.434
H -15.711 2.580 -19.325
H -19.161 -0.966 -19.212
H -11.885 5.883 -25.026
H -17.765 10.621 -15.793
C -13.271 -2.719 -21.391
C -20.560 -0.160 -15.423
H -13.862 11.084 -15.005
H -10.909 1.447 -20.967
H -17.868 2.673 -9.884
H -19.097 9.106 -20.802
H -4.431 -0.035 -12.768
C -18.148 7.245 -10.611
H -14.770 2.960 -11.319
C -11.137 1.144 -21.988
C -13.382 5.847 -11.406
H -17.600 8.146 -16.002
H -8.803 5.930 -14.432
H -11.017 4.709 -11.008
H -15.124 6.885 -15.690
C -19.500 5.140 -18.334
H -12.840 -1.112 -22.756
H -14.210 0.551 -17.495
C -19.576 0.037 -19.117
C -16.876 8.853 -16.406
C -12.698 5.615 -12.793
H -8.695 -0.737 -20.286
H -10.243 0.066 -15.097
H -16.163 -0.568 -18.204
H -12.967 9.539 -15.089
H -21.970 3.828 -18.886
H -13.134 6.301 -13.519
C -10.564 4.688 -11.998
H -23.648 -0.516 -19.819
H -10.946 6.836 -22.773
H -21.879 5.972 -10.588
H -12.589 6.756 -18.019
H -21.230 -0.422 -17.943
H -6.342 -1.790 -16.507
N -6.043 0.588 -14.690
C -14.919 1.498 -21.096
C -12.755 -0.982 -11.086
H -18.300 7.261 -22.311
H -12.056 6.479 -16.360
H -16.318 1.207 -13.119
N -14.760 0.043 -12.261
H -19.932 3.008 -12.686
C -11.228 -0.380 -14.961
N -15.666 9.037 -15.577
H -19.539 -1.587 -16.612
H -14.062 2.173 -21.093
H -14.416 0.129 -10.139
H -13.004 -4.265 -16.329
N -15.300 0.995 -22.408
H -18.760 5.929 -18.459
H -12.087 0.746 -16.652
H -18.271 4.627 -11.464
H -17.593 5.522 -23.579
C -11.097 8.150 -13.253
H -16.837 -0.245 -24.528
H -13.788 -0.907 -18.276
H -17.804 10.146 -21.573
H -12.159 3.965 -26.567
C -10.848 -1.220 -20.090
C -19.063 5.080 -15.960
C -16.283 7.182 -13.994
C -17.103 8.641 -20.176
H -10.485 2.692 -16.442
H -20.861 -2.727 -21.903
H -19.210 1.484 -11.962
H -4.768 -1.018 -15.134
C -15.666 -0.883 -17.286
C -11.669 5.082 -21.670
C -16.803 5.941 -22.956
H -17.957 6.144 -21.058
H -13.735 3.148 -17.189
H -11.653 -0.790 -17.157
C -3.837 0.134 -13.666
C -14.433 3.008 -23.586
C -16.358 -0.020 -22.337
H -19.205 0.642 -19.944
C -18.805 3.798 -18.749
N -9.849 5.077 -16.843
H -15.811 1.614 -24.353
C -13.514 10.288 -15.662
O -16.139 2.235 -15.642
C -11.297 3.986 -25.900
H -16.411 7.762 -9.294
H -16.643 2.783 -20.822
C -10.760 3.252 -12.461
H -12.635 5.090 -22.174
H -16.243 5.064 -22.631
N -18.507 6.050 -9.822
H -23.087 -1.301 -17.442
C -19.304 -0.949 -15.760
Cu -14.359 1.037 -14.738
H -22.191 1.732 -14.670
H -12.180 8.267 -13.230
H -11.063 2.973 -25.571
C -4.675 0.041 -14.897
H -8.623 4.071 -18.415
H -16.273 6.566 -23.675
H -11.511 -1.905 -19.560
H -14.595 3.632 -24.465
H -14.717 6.761 -21.658
C -16.073 2.075 -20.220
H -8.234 3.691 -16.789
H -12.971 -2.310 -14.705
H -11.797 2.984 -12.666
C -16.650 -0.839 -23.633
H -18.654 4.070 -15.945
H -14.405 5.480 -11.498
H -13.058 4.667 -13.194
H -23.124 3.521 -17.621
C -6.904 0.264 -15.862
C -14.220 -0.530 -17.349
H -18.886 5.335 -13.699
C -13.503 -2.208 -15.651
H -14.326 5.787 -19.486
C -15.343 6.074 -19.752
H -17.538 -1.454 -23.486
C -12.931 -3.221 -16.632
C -23.175 -2.053 -18.227
H -18.507 1.042 -14.443
H -11.452 4.714 -18.082
N -10.332 5.097 -23.779
Cu -11.323 4.690 -14.918
C -11.536 4.911 -24.677
C -15.647 2.074 -23.379
H -17.927 3.669 -18.116
H -12.727 -3.491 -21.936
H -17.179 6.783 -14.469
H -16.197 -0.363 -16.489
C -18.465 3.554 -9.647
C -15.572 3.508 -15.926
C -10.603 5.830 -22.532
H -7.489 6.902 -15.088
H -16.052 3.892 -16.826
H -11.486 4.010 -21.607
C -19.422 1.560 -14.154
C -10.728 7.033 -12.306
H -11.219 7.645 -17.431
H -22.097 -0.036 -21.628
H -13.370 1.067 -11.119
H -20.582 4.908 -11.266
H -8.898 5.044 -25.257
H -18.395 3.729 -8.574
H -13.211 -3.021 -20.345
H -11.166 -0.241 -19.731
H -21.614 0.881 -19.157
H -8.047 -1.373 -16.646
C -15.236 7.159 -20.785
O -12.987 3.057 -15.333
C -21.098 -0.059 -18.962
H -5.306 2.187 -13.660
C -21.808 1.135 -13.843
H -11.077 -1.421 -14.674
C -13.980 3.594 -16.225
C -20.823 5.883 -10.843
H -16.898 4.772 -10.347
C -15.249 7.720 -15.000
C -6.006 2.049 -14.484
C -8.913 6.164 -16.549
H -15.878 6.346 -13.423
H -15.809 -1.504 -23.827
H -15.024 10.277 -17.180
H -11.879 -2.953 -16.726
C -14.636 9.586 -16.432
H -3.013 -0.580 -13.668
H -10.768 2.697 -18.196
H -19.550 2.296 -14.947
H -16.647 8.278 -17.304
H -11.742 0.191 -14.188
H -14.253 8.760 -17.032
H -13.244 6.892 -11.127
H -11.823 5.458 -20.658
H -13.088 -0.585 -21.191
H -14.292 -2.790 -21.766
C -13.887 0.107 -11.092
H -22.701 5.195 -18.050
H -18.255 2.757 -12.744
H -7.852 0.793 -15.766
C -10.575 -0.250 -22.369
N -16.560 7.767 -21.206
H -18.960 -1.623 -14.976
H -17.536 8.061 -19.361
H -15.525 3.349 -12.789
C -18.157 9.642 -20.673
H -18.307 10.322 -19.833
H -19.470 2.935 -18.696
H -16.404 1.187 -11.413
H -13.970 2.479 -12.873
H -9.488 1.734 -17.518
C -19.196 2.208 -12.776
C -23.059 -1.424 -19.688
C -17.469 6.769 -21.806
H -10.117 7.041 -25.794
H -10.445 4.331 -26.486
H -16.148 -0.820 -21.627
C -17.530 10.189 -16.766
C -7.338 2.535 -13.957
H -17.298 0.465 -22.071
H -16.959 10.860 -17.407
H -20.794 3.027 -16.789
C -15.684 1.194 -12.232
H -8.218 5.569 -23.821
C -21.432 -1.901 -22.325
H -15.843 6.411 -18.844
H -11.173 7.200 -11.325
H -20.357 -0.361 -21.477
C -9.076 3.945 -17.432
H -9.486 4.839 -11.933
H -16.823 1.319 -19.989
H -12.965 5.290 -10.567
H -7.469 5.129 -15.325
C -11.713 6.675 -17.376
H -9.145 -1.503 -18.795
H -6.415 0.665 -16.750
H -19.149 0.459 -18.207
H -12.802 10.743 -16.350
H -15.836 5.205 -20.188
H -14.486 0.624 -20.609
H -9.646 5.909 -22.016
N -20.490 0.521 -14.120
C -21.355 -0.770 -21.317
H -20.118 6.396 -14.578
H -19.467 3.203 -9.895
H -13.372 -3.238 -17.629
C -19.597 5.441 -14.519
H -13.752 4.648 -16.381
C -22.312 4.186 -17.915
H -22.451 -2.257 -22.478
C -12.082 -0.283 -16.292
N -20.121 5.096 -16.977
H -16.342 8.415 -10.888
H -12.146 -0.953 -10.182
H -23.800 0.664 -13.437
C -21.164 4.051 -16.845
H -16.540 2.609 -23.054
H -8.158 6.310 -17.321
H -14.540 -2.429 -15.399
H -20.200 6.942 -9.037
H -23.080 -0.588 -14.416
H -21.706 4.281 -15.928
C -12.630 -1.414 -21.730
H -14.853 -2.006 -12.286
H -7.308 3.522 -13.497
C -19.993 6.000 -9.544
C -10.003 2.689 -17.419
H -14.326 7.963 -14.473
H -16.558 7.900 -13.221
C -9.346 -1.504 -19.867
H -16.109 -1.259 -11.314
H -7.723 1.884 -13.172
H -12.155 -0.896 -11.992
H -5.710 2.600 -15.377
H -16.196 -0.990 -14.438
H -21.715 1.908 -13.080
H -10.303 2.577 -11.737
H -7.426 -1.720 -15.071
C -22.896 0.069 -13.566
H -21.400 -0.851 -15.478
H -9.484 7.086 -16.442
H -13.114 -2.007 -10.994
H -10.274 5.865 -18.776
N -21.634 -1.103 -19.918
H -8.130 2.612 -14.702
C -15.578 -1.192 -12.264
H -22.750 -0.471 -12.631
*
```

As for the total energy: -7602.7444 Ha.